Entry 1:
{
  "formula": "C10H13NO3",
  "method": "the ωB97M-V functional and the def2-TZVPD basis",
  "symbols": ["C", "C", "C", "C", "C", "C", "O", "C", "C", "C", "C", "N", "O", "O", "H", "H", "H", "H", "H", "H", "H", "H", "H", "H", "H", "H", "H"],
  "positions_angstrom": [[1.48973, -2.14574, 1.52255], [1.87569, -1.04760, 0.44898], [1.98384, -1.57880, -0.89905], [1.10212, -0.90216, -1.78140], [0.08632, 0.04110, -1.44198], [0.07422, 1.10952, -0.58083], [-1.08217, 1.57471, 0.05490], [-2.12047, 0.70002, 0.21575], [-3.45766, 1.32484, 0.57200], [-3.35969, 0.62669, -0.74329], [1.94099, 0.24495, 0.87710], [2.69400, 1.20988, 0.20727], [3.40080, 0.80485, -0.71059], [2.67738, 2.35140, 0.61321], [1.43188, -1.59541, 2.49155], [2.37214, -2.80363, 1.51181], [0.54450, -2.73931, 1.40286], [2.49815, -2.47357, -0.98865], [1.05899, -1.37414, -2.80088], [-0.94399, -0.14022, -1.83819], [0.71048, 1.98529, -0.47468], [-1.77686, -0.20742, 0.61183], [-3.62366, 2.38451, 0.63115], [-4.04555, 0.96075, 1.46643], [-3.86147, -0.34658, -0.66354], [-3.35806, 1.42358, -1.53943], [1.68835, 0.61249, 1.83515]],
  "atomic_forces_ev_per_a": [[0.4, 1.6, 0.1], [-0.6, -1.6, 1.6], [-3.0, 4.9, 0.4], [2.0, -2.7, -0.5], [-1.3, 1.0, 0.3], [-1.5, 0.9, -0.2], [1.3, 0.3, -1.4], [-2.7, 1.2, -0.7], [-0.3, -0.7, 2.6], [0.8, 1.0, 0.8], [-0.5, -2.1, -0.1], [1.9, -0.3, -1.6], [0.0, 0.9, 0.0], [-0.1, 0.6, 0.2], [0.1, -0.8, -0.5], [-0.4, -0.1, 0.3], [0.9, 0.7, -0.4], [0.7, -1.5, -1.0], [-0.3, 0.5, 1.0], [0.9, -0.3, 0.3], [0.7, -0.9, 0.0], [0.0, -1.3, 0.8], [0.8, 0.5, -0.6], [0.7, -0.4, -1.3], [0.2, 0.5, -1.3], [-0.2, -1.8, 0.3], [-0.5, -0.1, 0.9]],
  "homo_lumo_gap_ev": 7.9,
  "smiles": "CC(/C=C\\C=C\\OC1CC1)=C/[N+](=O)[O-]"
}


Entry 2:
{
  "formula": "C11H8N2",
  "method": "the ωB97M-V functional and the def2-TZVPD basis",
  "symbols": ["N", "C", "N", "C", "C", "C", "C", "C", "C", "C", "C", "C", "C", "H", "H", "H", "H", "H", "H", "H", "H"],
  "positions_angstrom": [[3.19543, -0.73728, 0.01250], [1.84637, -0.84663, -0.10634], [1.09350, -1.89264, -0.08561], [-0.15121, -1.44669, -0.05062], [-1.44431, -2.04925, 0.02819], [-2.56154, -1.26286, 0.16113], [-2.61315, 0.15963, 0.00724], [-1.33154, 0.82265, -0.15499], [-1.07966, 2.20876, -0.17520], [0.26157, 2.68198, 0.05570], [1.32862, 1.81030, 0.10869], [1.07280, 0.45240, -0.00797], [-0.23043, -0.00822, 0.02292], [3.78644, -1.65696, 0.09737], [3.35785, 0.10858, 0.46967], [-1.50746, -3.13784, -0.08229], [-3.63806, -1.46998, 0.18286], [-3.62227, 0.61377, 0.34132], [-1.85301, 2.89368, -0.18651], [0.53643, 3.73473, 0.13822], [2.33243, 2.19100, 0.21864]],
  "atomic_forces_ev_per_a": [[0.3, -4.2, -1.2], [0.7, 1.6, 1.2], [2.6, -1.6, -0.6], [-6.4, 1.5, 0.7], [3.4, -1.5, -0.6], [-2.8, 4.4, -1.0], [0.2, -1.3, 1.2], [-1.5, 0.2, 1.4], [3.5, -0.5, 1.1], [-2.0, 0.1, -0.7], [0.7, -1.4, -0.3], [0.1, -0.3, 0.1], [0.6, -0.4, -1.5], [-1.5, 2.9, 0.1], [1.5, 1.0, 0.8], [-0.2, 0.4, 0.3], [0.7, -1.8, 0.4], [2.0, -0.2, -1.2], [-1.5, 1.3, -0.2], [-0.7, -0.1, -0.1], [0.2, 0.1, -0.1]],
  "homo_lumo_gap_ev": 7.1,
  "smiles": "NC1=Nc2cccc3cccc1c23"
}


Entry 3:
{
  "formula": "C17H14FeN4OS",
  "method": "the ωB97M-V functional and the def2-TZVPD basis",
  "symbols": ["Fe", "O", "C", "N", "C", "C", "C", "C", "C", "C", "N", "C", "C", "C", "C", "C", "N", "H", "H", "H", "H", "H", "H", "H", "H", "H", "H", "S", "C", "C", "C", "C", "C", "N", "H", "H", "H", "H"],
  "positions_angstrom": [[-0.44928, -0.45361, -0.02437], [2.74446, -2.45417, -0.96871], [1.92288, -1.54180, -1.00760], [1.57343, -0.66217, -0.05846], [2.24571, -0.80557, 1.21878], [1.24880, -1.02542, 2.33107], [1.58611, -1.60698, 3.54590], [0.61582, -1.73745, 4.52163], [-0.67153, -1.28490, 4.26496], [-0.93335, -0.72999, 3.02890], [0.00474, -0.59553, 2.08587], [1.15683, -1.30408, -2.31342], [1.48842, -2.03471, -3.43604], [0.77347, -1.79186, -4.60106], [-0.25112, -0.85299, -4.58364], [-0.53294, -0.19650, -3.39310], [0.16253, -0.40394, -2.28094], [2.77910, 0.12518, 1.44899], [2.98111, -1.61256, 1.20140], [2.59560, -1.96121, 3.70605], [0.85572, -2.19802, 5.47135], [-1.46041, -1.37520, 4.99775], [-1.92579, -0.38664, 2.76264], [2.28025, -2.76572, -3.36530], [1.00228, -2.33415, -5.50969], [-0.83638, -0.64229, -5.46768], [-1.34856, 0.51464, -3.32879], [-2.61504, -1.44667, -0.15575], [-3.01473, 0.24842, -0.01992], [-4.32144, 0.75242, 0.02370], [-4.51467, 2.11139, 0.12607], [-3.41517, 2.96726, 0.18919], [-2.15854, 2.40416, 0.14683], [-1.95836, 1.08791, 0.04618], [-5.15079, 0.06150, -0.02858], [-5.51856, 2.51619, 0.15683], [-3.53250, 4.03792, 0.26928], [-1.26599, 3.01666, 0.19409]],
  "atomic_forces_ev_per_a": [[0.3, 0.5, -0.4], [0.1, 0.1, 0.1], [-0.1, 0.2, -0.5], [0.0, -0.4, 0.3], [0.0, 0.0, 0.0], [0.0, 0.2, -0.1], [0.0, 0.0, 0.0], [0.0, 0.0, 0.0], [0.0, 0.0, 0.0], [0.0, 0.1, 0.0], [0.0, -0.3, 0.3], [0.1, 0.0, 0.5], [-0.2, 0.1, -0.3], [-0.1, 0.1, 0.0], [0.1, -0.1, 0.1], [0.0, 0.0, -0.2], [0.0, -0.5, 0.2], [0.1, 0.0, 0.0], [0.0, 0.0, 0.0], [0.0, 0.0, 0.0], [0.0, 0.0, 0.0], [0.0, 0.0, 0.0], [0.0, 0.0, 0.0], [0.0, 0.0, 0.0], [0.0, 0.0, 0.0], [0.0, 0.0, 0.0], [0.0, 0.0, 0.0], [-0.2, 0.0, 0.0], [0.0, 0.0, 0.0], [0.0, -0.1, 0.0], [0.0, 0.1, 0.0], [0.0, 0.0, 0.0], [0.1, 0.0, 0.0], [-0.1, 0.0, -0.1], [0.0, 0.0, 0.0], [0.0, 0.0, 0.0], [0.0, 0.0, 0.0], [0.0, 0.0, 0.0]],
  "spin_multiplicity": 5,
  "homo_lumo_gap_ev": [8.5, 8.4]
}